The following is a DFT calculation (the ωB97M-V functional and the def2-TZVPD basis) of 2 unconnected molecules or ions with the total composition CH2OS2.

Results
Orbital gap: 8.00 eV
LUMO energy: -0.0304 Eh
2S+1: 1
Maximum force: 1.06 eV/Å

Geometry (Å):
C 1.997 -0.188 1.452
O -0.801 0.731 -0.237
S 2.196 0.283 -0.002
S -1.261 -0.842 -0.112
H 0.170 0.660 -0.217
H -2.300 -0.644 -0.885